(1)
Computed, not measured: C25H32BN9Ti as an isolated structure, with the ωB97M-V functional and the def2-TZVPD basis.

Element x y z (Å)
Ti1 -0.759 -0.251 -0.561
C1 1.483 -1.416 -3.137
C2 1.948 -0.664 -1.935
C3 3.241 -0.330 -1.517
C4 3.069 0.461 -0.401
N1 1.748 0.586 -0.168
N2 1.075 -0.109 -1.098
B1 1.042 1.533 0.841
N3 0.091 2.427 0.026
C5 0.010 3.767 -0.067
C6 -0.775 4.078 -1.150
C7 -1.154 2.847 -1.697
C8 -1.883 2.687 -2.989
N4 -0.658 1.859 -0.943
N5 0.169 0.697 1.811
C9 0.143 0.772 3.151
C10 -0.666 -0.237 3.620
C11 -1.115 -0.916 2.482
C12 -1.970 -2.137 2.482
N6 -0.614 -0.311 1.397
N7 2.105 2.200 1.675
C13 2.590 3.446 1.885
C14 3.587 3.362 2.823
C15 3.677 1.995 3.144
C16 4.603 1.338 4.099
N8 2.789 1.325 2.442
H1 2.324 -1.885 -3.641
H2 1.004 -0.726 -3.837
H3 0.761 -2.191 -2.862
H4 4.169 -0.620 -1.962
H5 3.805 0.911 0.233
H6 0.472 4.419 0.640
H7 -1.033 5.051 -1.510
H8 -2.035 3.671 -3.426
H9 -2.860 2.221 -2.876
H10 -1.286 2.099 -3.689
H11 0.681 1.523 3.690
H12 -0.893 -0.471 4.639
H13 -1.787 -2.695 3.398
H14 -1.733 -2.776 1.633
H15 -3.031 -1.880 2.467
H16 2.236 4.311 1.368
H17 4.177 4.155 3.227
H18 5.154 2.086 4.663
H19 5.312 0.710 3.562
H20 4.044 0.706 4.785
C17 -2.196 -0.495 -2.531
N9 -2.634 -0.639 -1.138
C18 -3.571 0.388 -0.707
C19 -3.150 -1.987 -0.916
C20 -1.965 -2.914 -0.939
C21 -2.045 -4.244 -1.337
C22 -0.922 -5.053 -1.298
C23 0.279 -4.550 -0.828
C24 0.374 -3.221 -0.407
C25 -0.735 -2.417 -0.525
H21 -2.956 -0.016 -3.157
H22 -1.980 -1.481 -2.957
H23 -1.260 0.095 -2.536
H24 -4.511 0.343 -1.276
H25 -3.121 1.375 -0.832
H26 -3.802 0.244 0.354
H27 -3.906 -2.258 -1.670
H28 -3.624 -2.045 0.070
H29 -2.997 -4.633 -1.668
H30 -0.993 -6.080 -1.629
H31 1.151 -5.185 -0.779
H32 1.311 -2.851 -0.007

Output
LUMO (spin up / spin down) = -2.66 / -2.45 eV
Spin multiplicity = 2
Total charge = +1
Molecular weight = 517.27 Da

natural (NBO) analysis output, partial charges in e: 1.62 -0.65 0.24 -0.32 0.06 -0.32 -0.45 0.90 -0.32 0.03 -0.32 0.20 -0.65 -0.42 -0.33 0.07 -0.33 0.23 -0.66 -0.44 -0.39 -0.03 -0.33 0.15 -0.64 -0.31 0.25 0.23 0.25 0.25 0.25 0.23 0.24 0.25 0.22 0.23 0.24 0.24 0.25 0.26 0.22 0.21 0.24 0.23 0.23 0.23 -0.41 -0.51 -0.41 -0.23 -0.09 -0.20 -0.22 -0.20 -0.22 -0.48 0.24 0.25 0.18 0.22 0.22 0.23 0.21 0.22 0.21 0.22 0.22 0.21

(2)
Computed, not measured: C25H32ClCoO4P2 as an isolated structure, with the ωB97M-V functional and the def2-TZVPD basis.

Element x y z (Å)
Co1 0.386 -0.405 0.374
Cl1 1.211 0.817 2.036
C1 -0.340 -1.342 -0.845
O1 -0.837 -1.864 -1.768
P1 1.651 0.499 -1.246
C2 3.124 -0.526 -1.688
C3 1.116 0.993 -2.942
C4 2.374 2.082 -0.673
C5 0.976 2.339 -3.328
C6 0.615 2.672 -4.639
C7 0.339 1.663 -5.568
C8 0.473 0.321 -5.197
C9 0.877 -0.012 -3.895
H1 1.186 3.141 -2.618
H2 0.557 3.723 -4.932
H3 0.015 1.920 -6.578
H4 0.285 -0.475 -5.919
H5 1.032 -1.057 -3.629
C10 3.528 -1.534 -0.801
C11 4.628 -2.337 -1.102
C12 5.330 -2.144 -2.299
C13 4.948 -1.131 -3.190
C14 3.858 -0.317 -2.873
H6 2.983 -1.689 0.132
H7 4.922 -3.114 -0.390
H8 6.177 -2.789 -2.531
H9 5.500 -0.976 -4.122
H10 3.585 0.481 -3.565
C15 3.743 2.343 -0.786
C16 4.247 3.590 -0.400
C17 3.392 4.559 0.136
C18 2.029 4.278 0.308
C19 1.526 3.043 -0.089
H11 4.416 1.579 -1.181
H12 5.313 3.797 -0.528
H13 3.779 5.527 0.442
H14 1.350 5.009 0.748
H15 0.478 2.795 0.092
H16 1.215 -2.141 0.700
H17 0.626 -1.778 1.158
C20 -5.103 -0.567 -0.202
C21 -3.810 0.231 -0.037
O2 -2.923 -0.671 0.679
P2 -1.512 -0.789 1.460
O3 -1.622 -2.289 2.067
C22 -2.852 -3.044 2.395
C23 -3.855 -2.277 3.221
O4 -1.792 0.180 2.711
C24 -1.253 0.023 4.093
C25 -1.359 1.426 4.649
H18 -4.966 -1.311 -1.002
H19 -5.949 0.083 -0.443
H20 -5.317 -1.123 0.728
H21 -3.364 0.479 -1.017
H22 -4.019 1.163 0.532
H23 -3.299 -3.409 1.456
H24 -2.477 -3.902 2.969
H25 -4.255 -1.405 2.679
H26 -4.688 -2.963 3.430
H27 -3.422 -1.990 4.191
H28 -1.878 -0.711 4.634
H29 -0.208 -0.346 4.026
H30 -2.402 1.758 4.664
H31 -0.930 1.509 5.643
H32 -0.808 2.117 4.006

Output
LUMO (spin up / spin down) = -6.35 / -10.55 eV
Spin multiplicity = 5
Total charge = +2
Molecular weight = 552.86 Da

Mulliken analysis output, partial charges in e: -0.80 -0.37 0.56 -0.29 1.70 0.27 0.33 0.19 -0.12 -0.75 -0.51 -0.87 -0.13 0.33 0.42 0.42 0.43 0.45 -0.58 -0.86 -0.52 -0.82 0.11 0.14 0.44 0.43 0.44 0.53 -0.58 -0.55 -0.54 -0.69 0.01 0.42 0.47 0.45 0.47 0.49 -0.18 0.54 -1.05 -0.17 -0.13 1.09 -0.31 -0.23 -0.90 -0.28 -0.12 -1.24 0.29 0.40 0.24 0.30 0.27 0.28 0.35 0.20 0.39 0.22 0.18 0.37 0.32 0.43 0.23

Number 1: calculated total energy -2338.88627 Eh. Number 2: calculated total energy -3797.79993 Eh.